Computed, not measured: a structure of composition C5H6O2Rb, with ωB97M-V/def2-TZVPD.

Positions of all 14 atoms, in Å:
H: 1.63 -1.03 0.70
O: -0.67 1.02 -3.19
C: 0.54 -0.83 0.88
Rb: 0.05 -4.23 4.88
C: -0.77 1.21 0.82
O: 0.01 -1.28 1.88
H: 1.05 1.55 -1.38
H: -1.14 -0.55 -2.03
C: 0.62 0.56 -1.21
H: -1.15 2.10 0.32
H: 1.41 -0.18 -1.44
C: -0.48 0.32 -2.22
C: 0.15 0.43 0.23
H: -1.24 0.91 1.75

The calculation puts the electronic energy at -10025.250 eV. For the HOMO energy, the calculation gives -12.015 eV. The total charge is +1.